[1]
Computed, not measured: 2 unconnected molecules or ions with the total composition C14H33FN4O5P at a distorted geometry, with the ωB97M-V functional and the def2-TZVPD basis.

HOMO level = -10.439 eV
2S+1 = 1
Kohn-Sham gap = 6.91 eV
total charge = +1

The geometry in XYZ format:
```
58
Properties=species:S:1:pos:R:3:lowdin_charge:R:1
C -4.63724 2.60814 -0.68256 -0.0034
C -3.37183 3.38695 -0.44270 -0.3156
F -3.48503 4.18920 0.64599 0.0607
C -2.03167 2.57121 -0.33629 -0.3731
O -1.16195 3.33432 0.46182 0.0678
C -2.11034 1.20950 0.35198 -0.0556
O -1.77233 0.09241 -0.47884 -0.0673
C -2.40039 0.17062 -1.74064 -0.3044
C -2.17073 -1.18003 -2.42929 -0.0112
C -2.15521 -1.11265 -3.93534 -0.4845
O -1.18991 -1.43309 -4.59776 0.1466
O -3.31032 -0.64951 -4.53236 0.0932
C -1.79261 1.30809 -2.54113 -0.0209
N -1.39523 2.48467 -1.69288 0.1751
H -5.44539 3.33263 -0.71549 0.1020
H -4.64772 2.11649 -1.64864 0.0853
H -4.88855 1.92141 0.11592 0.0934
H -3.26338 4.06877 -1.29820 0.1525
H -0.83265 4.07829 -0.05383 0.1271
H -1.37422 1.21430 1.14763 0.1383
H -3.06909 1.00012 0.81597 0.1424
H -3.47295 0.25875 -1.58125 0.1471
H -1.28974 -1.67782 -2.04945 0.1241
H -3.02467 -1.80716 -2.18036 0.1470
H -3.12078 0.18650 -4.96275 0.1108
H -2.44479 1.60194 -3.35304 0.1370
H -0.88466 0.95494 -3.02097 0.1531
H -1.50621 3.34350 -2.23183 0.1880
H -0.38995 2.39008 -1.51724 0.1818
O 1.09926 -0.06065 2.60335 -0.3001
P 1.78032 -1.08706 1.71843 0.7386
N 2.88712 -1.79387 2.83466 -0.3408
C 3.86160 -0.95639 3.52321 -0.1122
C 2.18284 -2.62953 3.80350 -0.1357
N 2.49792 0.00455 0.58638 -0.3170
C 3.92242 0.21322 0.44807 -0.1302
C 1.77574 1.23617 0.35082 -0.1614
N 1.99574 -2.41888 0.54266 -0.2951
C 0.71834 -2.98775 0.08663 -0.1371
C 2.97997 -3.48184 0.69014 -0.1293
H 4.46849 -1.57764 4.18384 0.0867
H 3.40005 -0.16684 4.12643 0.0887
H 4.55850 -0.49943 2.82462 0.0546
H 1.50924 -3.32641 3.29025 0.0726
H 1.58219 -2.03256 4.49892 0.0843
H 2.89245 -3.23003 4.37355 0.0882
H 4.31248 0.89375 1.21580 0.0823
H 4.14688 0.65032 -0.52923 0.0822
H 4.47712 -0.72359 0.49337 0.0766
H 1.96668 1.98244 1.13457 0.0932
H 0.70075 1.05098 0.32161 0.0354
H 2.06085 1.67187 -0.61624 0.0788
H 0.24002 -3.60165 0.85774 0.0811
H 0.86155 -3.60078 -0.80448 0.0830
H 0.02584 -2.17929 -0.17783 0.0524
H 2.71823 -4.21782 1.45847 0.0798
H 3.96587 -3.08853 0.91193 0.0721
H 3.05111 -4.00535 -0.26762 0.0909
```


[2]
Computed, not measured: 2 unconnected molecules or ions with the total composition C14H33N2O6P at a distorted geometry, with the ωB97M-V functional and the def2-TZVPD basis.

HOMO level = -8.890 eV
2S+1 = 1
Kohn-Sham gap = 9.60 eV
structure (SMILES) = CCOCCCCCOC(=O)N[PH2]=O.COCCNCCOC
ΔE to the lowest compared entry with this formula, charge and spin = 113.76 kJ/mol
total charge = 0

The geometry in XYZ format:
```
56
Properties=species:S:1:pos:R:3:lowdin_charge:R:1
C -0.41642 2.79934 -0.34476 -0.0507
C -0.37900 1.35057 -0.90979 -0.2484
O 0.83057 1.16229 -1.62948 -0.1399
C 1.68409 0.17200 -1.10956 -0.2347
C 2.94785 0.76134 -0.49878 -0.1711
C 3.90037 1.29800 -1.57671 -0.1740
C 4.60943 2.61253 -1.21085 -0.1642
C 6.10171 2.45309 -1.00956 -0.1550
O 6.48858 1.43767 -0.05972 -0.0092
C 6.20299 1.72466 1.19897 -0.6461
O 5.76258 2.73291 1.57847 0.1705
N 6.55719 0.66405 2.14151 -0.0546
P 5.86860 -0.85724 1.74511 0.6160
O 6.59082 -1.97769 2.33279 -0.4161
H 0.54854 3.24913 -0.54636 0.0659
H -0.62924 2.80153 0.71543 0.0620
H -1.14865 3.37561 -0.89997 0.0624
H -1.22866 1.21548 -1.57280 0.1096
H -0.50891 0.67061 -0.08157 0.0822
H 1.20429 -0.52689 -0.42698 0.1190
H 2.02713 -0.42588 -1.95873 0.1231
H 2.70721 1.48802 0.27234 0.1178
H 3.44061 -0.08136 -0.02062 0.0768
H 3.30851 1.45455 -2.47226 0.1073
H 4.63356 0.53301 -1.82606 0.1105
H 4.13963 3.06945 -0.35159 0.1022
H 4.47842 3.31738 -2.02827 0.1183
H 6.49344 2.11156 -1.96009 0.1265
H 6.59871 3.39328 -0.79988 0.1291
H 7.56832 0.54370 2.07526 0.1080
H 4.54382 -0.75997 2.21705 0.0226
H 5.80411 -1.04995 0.35045 0.0217
C -6.82617 -0.32095 1.41549 -0.1132
O -6.28115 -1.57165 1.79163 -0.1917
C -6.53509 -2.62818 0.87270 -0.2140
C -5.28595 -3.01230 0.10153 -0.2155
N -4.89316 -1.97632 -0.84601 -0.0506
C -3.54879 -2.12980 -1.40209 -0.1943
C -2.35376 -2.16718 -0.45030 -0.2152
O -2.06251 -0.93735 0.19223 -0.2166
C -2.87196 -0.63599 1.31650 -0.0840
H -6.78912 0.33003 2.28793 0.0893
H -6.24904 0.15187 0.61403 0.0732
H -7.86889 -0.41980 1.10193 0.0880
H -7.36192 -2.38507 0.19907 0.1217
H -6.83922 -3.49110 1.47139 0.1213
H -5.47916 -3.94110 -0.44444 0.1238
H -4.50126 -3.21576 0.84053 0.1019
H -4.94577 -1.07653 -0.38891 0.0638
H -3.39668 -1.28767 -2.08220 0.1193
H -3.53296 -3.03606 -2.01577 0.1180
H -1.47278 -2.38824 -1.05926 0.1214
H -2.42249 -2.97749 0.28462 0.1128
H -3.13432 -1.52917 1.88713 0.0906
H -3.77462 -0.09997 1.01487 0.0728
H -2.30340 0.03301 1.96441 0.0897
```


Q: Which of these has the lowest total charge?
A: C14H33N2O6P


Q: Which formula does entry 1 have?
A: C14H33FN4O5P